Entry 1:
This record from OMol25 describes a single C3H3N3 molecule. The level of theory is ωB97M-V/def2-TZVPD.

Element x y z (Å)
C (0.01142, 0.89738, 0.11034)
C (1.13657, 0.11572, -0.07663)
N (1.10959, -1.18946, 0.21524)
N (-0.02267, -1.77023, 0.51411)
N (-1.13549, -1.18928, 0.12356)
C (-1.12597, 0.12692, -0.08562)
H (0.00754, 1.96707, 0.29821)
H (2.03303, 0.48650, -0.56339)
H (-2.01403, 0.55538, -0.53582)

Calculated values
Relative energy (zero: lowest compared OMol25 entry of this formula, charge and spin) in kcal per mole: 56.0
Structure (SMILES): c1cnnnc1
HOMO-LUMO gap in eV: 9.830

=====

Entry 2:
This record from OMol25 describes 11 unconnected molecules or ions with the total composition C24H60B2F20N5O17S4. The level of theory is ωB97M-V/def2-TZVPD.

Element x y z (Å)
C (-24.88473, -6.15766, 12.03234)
C (-23.57422, -6.86849, 11.66783)
C (-23.69042, -8.15679, 10.93297)
O (-22.35070, -8.65780, 10.88312)
C (-22.19316, -9.59115, 9.84945)
N (-22.78724, -5.88408, 10.78553)
H (-21.92506, -6.37281, 10.62315)
H (-23.24434, -5.83288, 9.79614)
H (-22.68125, -4.94983, 11.20807)
H (-25.54758, -6.89808, 12.43489)
H (-25.36144, -5.79695, 11.15448)
H (-24.62284, -5.23716, 12.57257)
H (-22.89108, -7.01704, 12.51820)
H (-24.13358, -8.03329, 9.93775)
H (-24.40172, -8.91312, 11.35875)
H (-22.57035, -9.11037, 8.87104)
H (-22.63614, -10.54966, 10.13537)
H (-21.15936, -9.86098, 9.76073)
C (-16.22646, -8.85753, 17.57936)
C (-15.05655, -8.15178, 17.04254)
C (-13.76817, -9.04158, 16.88834)
O (-13.94158, -10.05625, 15.96681)
C (-12.73302, -10.75703, 15.78547)
N (-15.43131, -7.59416, 15.76325)
H (-15.65841, -8.34140, 15.06250)
H (-16.26933, -6.95761, 15.88220)
H (-14.69588, -7.06992, 15.25326)
H (-16.47597, -9.67162, 16.88189)
H (-17.00034, -8.12649, 17.68103)
H (-16.05844, -9.36022, 18.58220)
H (-14.73493, -7.23188, 17.57186)
H (-13.51351, -9.39561, 17.89046)
H (-12.86903, -8.33571, 16.61985)
H (-12.48527, -11.39010, 16.70155)
H (-11.89901, -10.13790, 15.45766)
H (-13.01012, -11.41549, 14.93822)
C (-17.15084, -7.52754, 8.89375)
C (-15.82705, -7.80727, 9.66871)
C (-14.99402, -8.85821, 8.86152)
O (-14.95962, -8.56365, 7.47770)
C (-14.03415, -9.37808, 6.81850)
N (-15.18276, -6.51007, 9.88022)
H (-15.73694, -5.86903, 10.46055)
H (-14.26734, -6.62213, 10.31514)
H (-15.04978, -6.02521, 8.95711)
H (-17.63299, -8.44302, 8.60885)
H (-16.92099, -7.05261, 7.93840)
H (-17.76184, -6.90369, 9.51873)
H (-15.99100, -8.26794, 10.64707)
H (-15.59037, -9.75388, 8.99161)
H (-13.98869, -8.94373, 9.32696)
H (-14.47432, -10.40748, 6.61387)
H (-13.07584, -9.57513, 7.29121)
H (-13.76067, -8.97509, 5.79499)
C (-19.65087, -7.59858, 14.12945)
C (-19.14841, -6.94586, 12.82198)
C (-19.97219, -5.66518, 12.48072)
O (-19.61077, -5.35334, 11.18907)
C (-19.83370, -3.89571, 10.90970)
N (-17.72095, -6.40708, 12.83958)
H (-17.08820, -7.18849, 12.92864)
H (-17.61524, -5.81399, 12.02449)
H (-17.61851, -5.74891, 13.67152)
H (-19.23948, -7.08291, 14.96535)
H (-19.41132, -8.70615, 14.17940)
H (-20.73972, -7.40613, 14.06712)
H (-19.16425, -7.61743, 12.03194)
H (-19.56310, -4.93485, 13.22928)
H (-21.01723, -5.85341, 12.67670)
H (-20.89323, -3.72577, 10.96336)
H (-19.46728, -3.71692, 9.89218)
H (-19.27231, -3.27788, 11.66425)
C (-19.34198, -0.01830, 13.47838)
C (-18.86056, -0.78036, 14.66873)
C (-19.47186, -0.25299, 16.01256)
O (-18.69615, -0.75928, 17.09440)
C (-19.48265, -1.30757, 18.11804)
N (-19.26772, -2.25747, 14.60851)
H (-19.04146, -2.78772, 15.44800)
H (-20.21927, -2.39046, 14.31681)
H (-18.61359, -2.61869, 13.91030)
H (-19.00877, 1.01218, 13.53441)
H (-20.41506, 0.06207, 13.53647)
H (-18.96329, -0.50720, 12.58649)
H (-17.73529, -0.92482, 14.88888)
H (-20.54307, -0.65932, 16.08447)
H (-19.58194, 0.83999, 16.03968)
H (-18.81085, -1.57890, 18.93449)
H (-19.89557, -2.22432, 17.69564)
H (-20.25146, -0.60372, 18.47807)
B (-23.00795, -3.32113, 13.58050)
F (-21.65659, -2.88534, 13.78145)
F (-23.05956, -4.59624, 14.10066)
F (-23.86386, -2.39606, 14.23564)
F (-23.29475, -3.41133, 12.21875)
B (-16.79686, -9.77274, 12.31902)
F (-17.54402, -10.78307, 12.98676)
F (-15.79000, -10.27099, 11.56624)
F (-17.71051, -9.00979, 11.50560)
F (-16.28544, -8.73805, 13.17508)
C (-15.78301, -4.28012, 17.08357)
F (-15.46936, -3.01381, 16.91189)
F (-14.84745, -5.01029, 16.47946)
F (-15.80598, -4.52406, 18.41651)
S (-17.45739, -4.66477, 16.39438)
O (-17.25195, -4.57109, 14.95289)
O (-17.68015, -6.01116, 16.82673)
O (-18.23709, -3.63962, 16.96420)
C (-22.46194, -5.38297, 6.28050)
F (-23.32264, -5.36287, 5.29722)
F (-21.22609, -5.57581, 5.78940)
F (-22.46687, -4.16990, 6.89172)
S (-22.94332, -6.70181, 7.51852)
O (-21.78784, -7.05695, 8.29128)
O (-23.97809, -6.02737, 8.32075)
O (-23.40304, -7.77795, 6.63186)
C (-15.40432, -2.20110, 10.51394)
F (-14.42951, -2.88749, 9.81799)
F (-14.81469, -1.12968, 10.95715)
F (-16.38105, -1.78891, 9.69586)
S (-16.12635, -3.21208, 11.88900)
O (-14.99880, -3.48805, 12.78281)
O (-17.26699, -2.40246, 12.33190)
O (-16.57420, -4.37719, 11.19294)
C (-11.85860, -5.87802, 13.34841)
F (-11.90586, -4.66336, 12.70154)
F (-10.74871, -6.48426, 13.08329)
F (-11.89034, -5.64896, 14.67477)
S (-13.22145, -6.99222, 12.95295)
O (-12.92560, -8.19008, 13.71035)
O (-14.46711, -6.35632, 13.39211)
O (-13.02384, -7.08979, 11.53774)

Calculated values
Relative energy (zero: lowest compared OMol25 entry of this formula, charge and spin) in kcal per mole: 0.0
Total charge: -1
HOMO-LUMO gap in eV: 10.101

=====

Entry 3:
This record from OMol25 describes a molecular structure, C3H3F2N. The level of theory is ωB97M-V/def2-TZVPD.

Element x y z (Å)
C (0.19076, 0.05367, 1.14864)
C (0.53082, -0.07520, -0.79477)
C (-0.81724, -0.03849, -0.04374)
N (1.26093, 0.08231, 0.51228)
F (-1.51325, 1.03256, -0.32037)
F (-1.58846, -1.14756, 0.00058)
H (0.14908, 0.31562, 2.14131)
H (0.93633, -1.00864, -1.33217)
H (0.85104, 0.78573, -1.31176)

Calculated values
Relative energy (zero: lowest compared OMol25 entry of this formula, charge and spin) in kcal per mole: 40.0
HOMO-LUMO gap in eV: 11.812

=====

Entry 4:
This record from OMol25 describes a single C5H10N2O4P2 molecule. The level of theory is ωB97M-V/def2-TZVPD.

Element x y z (Å)
C (2.51935, -1.17240, -1.04220)
C (1.44802, -1.85324, -0.76307)
C (0.73388, 0.20531, -1.32852)
C (-0.90344, -1.25116, -0.55165)
C (-0.68170, 0.44571, 1.26351)
N (2.12593, 0.02599, -1.60298)
N (0.28906, -1.11423, -1.06996)
O (-2.41584, 1.30144, -0.38803)
O (-0.25424, -0.25056, 2.38711)
O (1.94448, 1.15919, 1.00901)
O (-2.92462, 1.60197, 2.11023)
P (0.64888, 1.16267, 0.35713)
P (-2.38239, 0.36312, 1.00935)
H (3.56975, -1.54531, -0.99060)
H (1.59685, -2.90888, -0.35498)
H (0.02642, 0.78818, -1.88681)
H (-1.16680, -2.23888, -0.28241)
H (-1.63713, -0.67550, -1.08238)
H (2.80751, 0.72403, -1.54245)
H (-3.30047, 1.38016, -0.74510)
H (0.80481, -0.11970, 2.51356)
H (-2.97593, 1.47329, 3.12846)
H (0.12762, 2.49882, -0.14723)

Calculated values
HOMO-LUMO gap (spin up / spin down) in eV: 7.308 / 7.303

=====

Entry 5:
This record from OMol25 describes a molecular structure, C7H16ClCrI2NO2P. The level of theory is ωB97M-V/def2-TZVPD.

Element x y z (Å)
I (1.95606, -3.67209, -1.68331)
I (-0.64206, -3.74655, -0.96991)
Cr (0.37037, 0.10481, -0.42717)
P (0.10528, 1.03171, -2.54144)
C (-1.50618, 1.23560, -3.32120)
C (0.96259, 2.60115, -2.81030)
H (1.95723, -0.36636, -3.01965)
H (1.07052, 0.03026, -4.53532)
H (0.46468, -1.20272, -3.36321)
C (0.97429, -0.24275, -3.47932)
H (1.94217, 2.54187, -2.33087)
H (1.08343, 2.85596, -3.87280)
H (-1.45384, 1.50077, -4.38678)
H (-2.06543, 2.01536, -2.79665)
H (0.40488, 3.40176, -2.31326)
H (-2.07288, 0.30770, -3.22251)
C (-1.85174, 0.33339, -0.32253)
O (-2.95550, 0.43785, 0.02540)
Cl (2.54741, 0.45042, -0.54776)
C (0.36327, 0.35696, 4.39542)
N (-0.10692, -0.80656, 3.64998)
C (-0.48480, -2.00578, 4.39412)
C (-0.21497, -0.71623, 2.33863)
O (0.01672, 0.36312, 1.73755)
H (0.32346, 0.01889, 5.46143)
H (-0.29816, 1.20773, 4.18125)
H (1.38036, 0.60918, 4.06148)
H (-1.52965, -2.30316, 4.26192)
H (0.09880, -2.89964, 4.15276)
H (-0.33635, -1.78537, 5.44475)
H (-0.50305, -1.65731, 1.83927)

Calculated values
Total charge: +2
HOMO-LUMO gap (spin up / spin down) in eV: 4.997 / 6.754
2S+1: 4

=====

Entry 6:
This record from OMol25 describes a single C4H11NO3 molecule. The level of theory is ωB97M-V/def2-TZVPD.

Element x y z (Å)
C (-1.21920, 1.20753, 1.63173)
C (-0.73645, 0.55398, 0.18053)
N (-0.66039, 1.62566, -0.78368)
C (0.53424, -0.19053, 0.49395)
O (0.31407, -1.23855, 1.42433)
C (1.12368, -0.88406, -0.94005)
O (1.21499, -2.28927, -0.70962)
O (0.42307, -0.72097, -2.14731)
H (-2.31356, 1.21658, 1.62937)
H (-0.89222, 0.65789, 2.51712)
H (-0.85995, 2.23621, 1.73112)
H (-1.51879, -0.15782, -0.09773)
H (-0.71703, 1.29396, -1.74535)
H (0.06226, 2.30413, -0.55917)
H (1.31514, 0.46204, 0.89515)
H (0.57344, -2.07086, 0.97436)
H (2.13560, -0.49537, -1.09482)
H (1.73944, -2.65140, -1.44594)
H (-0.51835, -0.85915, -1.95400)

Calculated values
Relative energy (zero: lowest compared OMol25 entry of this formula, charge and spin) in kcal per mole: 49.0
Structure (SMILES): C[C@@H](N)[C@@H](O)C(O)O
HOMO-LUMO gap in eV: 9.605

=====

What is the formula in the sixth record?
C4H11NO3

=====

Number 4 is which compound?
C5H10N2O4P2